Density functional theory data (wB97M-V/def2-TZVPD) for a molecular structure, C39H41AuN3O2P2SeSi.

Element x y z (Å)
1 Au -0.6779 1.5295 -0.1661
2 C 0.8558 2.3418 3.1948
3 C -0.4264 2.9869 2.7763
4 C -1.1196 3.8780 3.5667
5 C -2.2965 4.4533 3.0782
6 C -2.7945 4.1284 1.8370
7 C -2.0628 3.2012 1.0864
8 N -0.9018 2.6967 1.5570
9 N -2.3085 2.6699 -0.1444
10 Si -3.8611 2.8486 -1.0179
11 C -5.2432 2.6096 0.2190
12 C -3.8694 4.5756 -1.7112
13 C -4.0720 1.6214 -2.3845
14 H 0.8538 2.1385 4.2642
15 H 1.6998 2.9975 2.9706
16 H 0.9944 1.4137 2.6423
17 H -0.7439 4.1284 4.5483
18 H -2.8335 5.1646 3.6927
19 H -3.7039 4.5646 1.4552
20 H -5.4707 3.4981 0.8077
21 H -5.0175 1.7948 0.9106
22 H -6.1548 2.3417 -0.3214
23 H -3.8003 5.3447 -0.9396
24 H -4.7986 4.7428 -2.2626
25 H -3.0382 4.7180 -2.4052
26 H -4.0397 0.5906 -2.0349
27 H -3.3315 1.7379 -3.1753
28 H -5.0588 1.8052 -2.8200
29 O 1.2633 0.9079 0.0812
30 P 2.0701 -0.3837 0.1324
31 C 1.4714 -1.4982 1.4229
32 P -0.2757 -2.0314 1.3025
33 O -1.1649 -0.9560 0.7793
34 C -0.2707 -3.4927 0.2593
35 C -1.0453 -3.4742 -0.8949
36 C -1.0431 -4.5724 -1.7446
37 C -0.2746 -5.6847 -1.4401
38 C 0.4908 -5.7117 -0.2783
39 C 0.4898 -4.6195 0.5713
40 C -0.7041 -2.5325 2.9719
41 C -2.0120 -2.2912 3.3860
42 C -2.4159 -2.6739 4.6560
43 C -1.5190 -3.2934 5.5140
44 C -0.2122 -3.5305 5.1079
45 C 0.1958 -3.1501 3.8398
46 C 3.7580 -0.0046 0.6049
47 C 4.8152 -0.2740 -0.2616
48 C 6.1152 0.0376 0.1119
49 C 6.3635 0.6195 1.3442
50 C 5.3129 0.8953 2.2117
51 C 4.0160 0.5864 1.8443
52 C 2.1529 -1.2322 -1.4339
53 C 2.4281 -2.5950 -1.5178
54 C 2.5507 -3.1995 -2.7587
55 C 2.4213 -2.4397 -3.9139
56 C 2.1764 -1.0751 -3.8343
57 C 2.0388 -0.4702 -2.5963
58 H 1.5770 -0.9409 2.3599
59 H 2.1467 -2.3557 1.4793
60 H -1.6356 -2.5963 -1.1259
61 H -1.6437 -4.5578 -2.6446
62 H -0.2788 -6.5417 -2.1011
63 H 1.0804 -6.5860 -0.0361
64 H 1.0776 -4.6564 1.4823
65 H -2.7010 -1.7975 2.7123
66 H -3.4321 -2.4875 4.9766
67 H -1.8365 -3.5891 6.5051
68 H 0.4871 -4.0096 5.7800
69 H 1.2209 -3.3349 3.5393
70 H 4.6291 -0.7255 -1.2268
71 H 6.9326 -0.1735 -0.5642
72 H 7.3777 0.8620 1.6325
73 H 5.5076 1.3518 3.1729
74 H 3.2051 0.8129 2.5248
75 H 2.5441 -3.1962 -0.6270
76 H 2.7466 -4.2614 -2.8225
77 H 2.5201 -2.9134 -4.8820
78 H 2.0878 -0.4802 -4.7341
79 H 1.8383 0.5933 -2.5339
80 Se -0.9587 0.1980 -2.1361
81 C -0.4406 1.4401 -3.4773
82 C -0.3739 0.9772 -4.7895
83 C 0.0185 1.8584 -5.7849
84 N 0.3432 3.1312 -5.5697
85 C 0.2701 3.5614 -4.3141
86 C -0.1124 2.7698 -3.2401
87 H -0.6220 -0.0466 -5.0399
88 H 0.0729 1.5181 -6.8135
89 H 0.5324 4.6011 -4.1479
90 H -0.1516 3.1926 -2.2445

Cartesian forces (eV/Å) of the 3 atoms listed first:
0.141 0.061 0.325
0.001 -0.016 -0.021
0.004 0.028 -0.083

## Properties
Net charge: +1
E in hartree: -5334.76491
HOMO in eV: -10.29
HOMO-LUMO gap in eV: 6.846